1.
{
  "formula": "C31H94N20O13",
  "method": "wB97M-V/def2-TZVPD",
  "multiplicity": 1,
  "homo_lumo_gap_ev": 9.128,
  "de_lowest_kj_mol": 232.15,
  "homo_ha": -0.3205,
  "e_tot_ha": -3310.8713,
  "species": ["C", "C", "C", "O", "C", "N", "H", "H", "H", "H", "H", "H", "H", "H", "H", "H", "H", "C", "C", "C", "O", "C", "N", "H", "H", "H", "H", "H", "H", "H", "H", "H", "H", "H", "C", "C", "C", "O", "C", "N", "H", "H", "H", "H", "H", "H", "H", "H", "H", "H", "H", "C", "C", "C", "O", "C", "N", "H", "H", "H", "H", "H", "H", "H", "H", "H", "H", "H", "C", "C", "C", "O", "C", "N", "H", "H", "H", "H", "H", "H", "H", "H", "H", "H", "H", "C", "C", "C", "O", "C", "N", "H", "H", "H", "H", "H", "H", "H", "H", "H", "H", "H", "C", "O", "N", "N", "H", "H", "H", "H", "C", "O", "N", "N", "H", "H", "H", "H", "C", "O", "N", "N", "H", "H", "H", "H", "C", "O", "N", "N", "H", "H", "H", "H", "C", "O", "N", "N", "H", "H", "H", "H", "C", "O", "N", "N", "H", "H", "H", "H", "C", "O", "N", "N", "H", "H", "H", "H"],
  "positions_angstrom": [[-4.165, 4.137, -2.757], [-5.010, 2.928, -3.002], [-4.641, 1.605, -2.323], [-5.438, 0.580, -2.837], [-5.671, -0.573, -2.035], [-6.426, 3.302, -2.583], [-4.525, 4.650, -1.836], [-4.342, 4.751, -3.671], [-3.098, 3.838, -2.762], [-5.198, 2.753, -4.012], [-4.578, 1.671, -1.190], [-3.606, 1.347, -2.543], [-4.744, -1.101, -1.869], [-6.385, -1.165, -2.594], [-5.954, -0.223, -1.081], [-6.424, 3.528, -1.595], [-7.114, 2.589, -2.772], [-1.956, -5.188, 2.491], [-3.270, -4.611, 2.905], [-4.258, -4.991, 1.802], [-4.184, -4.015, 0.799], [-4.861, -4.333, -0.404], [-3.822, -5.268, 4.160], [-2.020, -6.291, 2.453], [-1.182, -4.951, 3.258], [-1.585, -4.838, 1.511], [-3.264, -3.515, 3.008], [-5.298, -4.981, 2.157], [-3.941, -5.937, 1.343], [-5.886, -3.878, -0.380], [-4.952, -5.367, -0.612], [-4.279, -3.791, -1.116], [-3.348, -5.135, 5.039], [-4.802, -4.961, 4.244], [-0.978, 4.474, 4.114], [-0.297, 4.675, 2.771], [-1.267, 5.117, 1.695], [-2.199, 4.093, 1.540], [-2.937, 4.243, 0.333], [0.624, 5.918, 2.995], [-1.538, 3.549, 4.229], [-1.777, 5.212, 4.237], [-0.287, 4.517, 4.916], [0.369, 3.903, 2.455], [-0.879, 5.313, 0.669], [-1.823, 6.046, 1.930], [-3.451, 3.290, 0.175], [-2.295, 4.444, -0.517], [-3.710, 5.000, 0.304], [-0.031, 6.561, 3.423], [1.212, 5.598, 3.750], [6.070, 0.865, -5.103], [5.858, 0.357, -3.679], [6.947, -0.571, -3.134], [6.485, -1.050, -1.868], [7.394, -1.839, -1.274], [5.487, 1.548, -2.801], [6.208, 0.009, -5.766], [6.850, 1.615, -5.238], [5.184, 1.441, -5.326], [4.892, -0.266, -3.689], [7.896, -0.083, -2.997], [7.101, -1.535, -3.740], [7.555, -2.811, -1.830], [7.015, -2.094, -0.284], [8.377, -1.355, -1.039], [5.886, 2.335, -3.364], [6.038, 1.507, -1.973], [2.885, 0.230, 6.812], [3.440, -0.141, 5.424], [2.317, -0.078, 4.380], [1.085, -0.717, 4.788], [1.111, -2.112, 4.743], [4.564, 0.680, 5.014], [2.367, 1.197, 6.810], [3.763, 0.340, 7.462], [2.192, -0.511, 7.117], [3.778, -1.180, 5.541], [2.593, -0.499, 3.368], [2.033, 0.955, 4.189], [0.349, -2.464, 5.395], [2.097, -2.492, 5.049], [0.879, -2.493, 3.729], [5.156, 0.744, 5.837], [4.315, 1.643, 4.804], [-0.597, -0.230, 2.277], [-0.577, -0.006, 0.824], [0.176, 1.348, 0.541], [0.170, 1.522, -0.889], [-0.901, 2.270, -1.367], [-0.060, -1.209, 0.011], [-1.298, -1.008, 2.556], [-0.768, 0.639, 2.824], [0.425, -0.567, 2.475], [-1.607, 0.212, 0.494], [1.259, 1.342, 0.887], [-0.315, 2.156, 1.048], [-0.955, 3.320, -1.064], [-1.814, 1.685, -1.103], [-0.846, 2.293, -2.491], [0.235, -0.733, -0.849], [0.905, -1.439, 0.388], [-1.847, 0.739, -4.689], [-1.173, 1.727, -4.635], [-1.574, -0.391, -4.074], [-2.991, 0.683, -5.404], [-2.081, -1.226, -4.145], [-0.678, -0.424, -3.640], [-3.674, -0.016, -5.168], [-3.266, 1.568, -5.799], [2.424, -3.928, 0.876], [2.809, -2.756, 1.102], [1.080, -4.341, 0.939], [3.365, -4.992, 0.815], [0.493, -3.576, 0.686], [0.769, -5.159, 0.462], [2.973, -5.960, 0.927], [4.088, -4.672, 1.387], [3.131, 3.522, 1.863], [2.846, 3.149, 3.040], [4.039, 2.755, 1.124], [2.623, 4.652, 1.331], [4.617, 2.081, 1.610], [4.497, 3.328, 0.416], [2.099, 5.304, 1.904], [2.604, 4.871, 0.353], [-3.888, 0.003, 1.802], [-4.004, 0.382, 0.625], [-3.761, -1.352, 2.133], [-4.060, 0.917, 2.824], [-3.765, -2.037, 1.393], [-3.760, -1.585, 3.110], [-3.673, 0.694, 3.730], [-3.940, 1.849, 2.427], [2.313, -1.231, -2.463], [1.244, -1.277, -3.124], [3.222, -2.343, -2.431], [2.510, -0.153, -1.541], [4.127, -2.179, -2.055], [3.094, -3.315, -2.713], [1.827, 0.566, -1.536], [3.483, 0.051, -1.237], [-1.655, -4.368, -1.771], [-2.290, -5.350, -1.821], [-0.576, -4.178, -2.717], [-1.856, -3.447, -0.737], [-0.837, -4.407, -3.667], [0.047, -3.352, -2.742], [-1.279, -2.594, -0.649], [-2.652, -3.625, -0.148], [2.206, 1.158, -5.542], [3.125, 1.491, -6.251], [1.184, 0.387, -5.971], [2.158, 1.488, -4.240], [0.607, -0.236, -5.423], [1.394, 0.119, -6.924], [1.309, 1.487, -3.714], [2.868, 2.209, -4.043]]
}

2.
{
  "formula": "C39H92N12O11",
  "method": "wB97M-V/def2-TZVPD",
  "multiplicity": 2,
  "homo_lumo_gap_ev": [8.580, 4.291],
  "de_lowest_kj_mol": 0.00,
  "homo_ha": [-0.3964, -0.3964],
  "charge": 1,
  "e_tot_ha": -3025.6656,
  "species": ["C", "C", "N", "C", "C", "C", "C", "H", "H", "H", "H", "H", "H", "H", "H", "H", "H", "H", "H", "H", "H", "H", "C", "C", "O", "N", "C", "H", "H", "H", "H", "H", "H", "H", "C", "C", "O", "N", "C", "H", "H", "H", "H", "H", "H", "H", "C", "C", "O", "N", "C", "H", "H", "H", "H", "H", "H", "H", "C", "C", "O", "N", "C", "H", "H", "H", "H", "H", "H", "H", "C", "C", "O", "N", "C", "H", "H", "H", "H", "H", "H", "H", "C", "C", "O", "N", "C", "H", "H", "H", "H", "H", "H", "H", "C", "C", "O", "N", "C", "H", "H", "H", "H", "H", "H", "H", "C", "C", "O", "N", "C", "H", "H", "H", "H", "H", "H", "H", "C", "C", "O", "N", "C", "H", "H", "H", "H", "H", "H", "H", "C", "C", "O", "N", "C", "H", "H", "H", "H", "H", "H", "H", "C", "C", "O", "N", "C", "H", "H", "H", "H", "H", "H", "H"],
  "positions_angstrom": [[6.840, 21.586, -7.316], [7.631, 21.232, -6.055], [9.036, 21.690, -6.031], [9.854, 21.348, -7.169], [10.061, 19.855, -7.281], [9.633, 21.530, -4.611], [10.910, 22.296, -4.471], [7.098, 21.035, -8.221], [6.806, 22.656, -7.517], [5.807, 21.341, -7.070], [7.040, 21.751, -5.300], [7.534, 20.160, -5.889], [9.464, 21.678, -8.131], [10.830, 21.783, -6.952], [10.225, 19.187, -6.436], [9.184, 19.386, -7.728], [10.855, 19.684, -8.008], [9.877, 20.508, -4.318], [9.037, 21.949, -3.800], [11.278, 22.563, -3.480], [10.792, 23.246, -4.992], [11.742, 21.846, -5.013], [10.019, 20.860, -11.280], [11.436, 21.371, -11.064], [12.237, 20.767, -10.357], [11.857, 22.423, -11.725], [13.118, 23.093, -11.508], [9.550, 20.551, -10.346], [9.905, 20.002, -11.943], [9.397, 21.633, -11.732], [11.197, 23.131, -12.015], [13.849, 22.289, -11.591], [13.113, 23.633, -10.561], [13.209, 23.830, -12.306], [7.584, 25.198, -4.250], [6.198, 25.686, -3.798], [6.046, 26.777, -3.281], [5.166, 24.877, -4.115], [3.780, 25.230, -3.772], [7.994, 26.107, -4.687], [7.635, 24.414, -5.005], [8.089, 24.855, -3.347], [5.452, 23.949, -4.393], [3.707, 26.167, -4.324], [3.744, 25.292, -2.684], [3.117, 24.456, -4.159], [15.858, 20.080, -9.745], [15.410, 19.647, -8.407], [16.143, 18.963, -7.693], [14.151, 19.980, -8.201], [13.502, 19.759, -6.862], [16.804, 19.660, -10.087], [15.996, 21.160, -9.702], [15.217, 19.899, -10.608], [13.628, 20.273, -9.014], [14.201, 20.198, -6.149], [13.169, 18.737, -6.681], [12.626, 20.395, -6.741], [3.571, 18.140, -5.783], [4.067, 18.586, -7.172], [5.285, 18.584, -7.383], [3.216, 19.156, -8.088], [1.759, 19.046, -7.997], [2.523, 18.394, -5.619], [4.095, 18.510, -4.902], [3.705, 17.059, -5.746], [3.576, 19.170, -9.032], [1.254, 19.451, -8.875], [1.453, 19.783, -7.254], [1.447, 18.010, -7.866], [12.349, 22.676, 1.880], [12.971, 21.709, 0.879], [14.047, 21.181, 1.094], [12.244, 21.514, -0.301], [12.567, 20.488, -1.274], [13.095, 22.772, 2.669], [11.469, 22.180, 2.289], [12.076, 23.654, 1.483], [11.269, 21.772, -0.254], [13.130, 20.915, -2.104], [11.634, 20.149, -1.725], [13.111, 19.611, -0.924], [10.488, 16.545, -5.336], [10.375, 17.490, -4.146], [11.353, 17.960, -3.603], [9.156, 17.870, -3.896], [8.687, 18.749, -2.778], [10.487, 15.473, -5.137], [11.418, 16.592, -5.903], [9.633, 16.850, -5.939], [8.458, 17.199, -4.185], [7.655, 19.078, -2.901], [9.294, 19.632, -2.579], [8.813, 18.179, -1.858], [8.476, 22.892, 2.534], [8.827, 22.930, 1.078], [9.097, 21.881, 0.436], [8.852, 24.149, 0.535], [9.349, 24.364, -0.866], [7.435, 23.118, 2.763], [9.188, 23.398, 3.186], [8.646, 21.869, 2.869], [8.317, 24.891, 0.964], [8.931, 25.310, -1.211], [8.759, 23.688, -1.485], [10.401, 24.315, -1.149], [7.907, 18.066, -13.721], [7.348, 18.446, -12.387], [6.403, 19.222, -12.340], [7.918, 17.840, -11.343], [7.556, 18.081, -9.993], [7.124, 18.317, -14.436], [8.224, 17.031, -13.858], [8.806, 18.631, -13.969], [8.677, 17.192, -11.499], [8.347, 17.876, -9.271], [6.690, 17.476, -9.725], [7.350, 19.122, -9.745], [6.201, 22.091, -2.203], [4.953, 21.189, -2.325], [4.845, 20.266, -3.083], [3.971, 21.726, -1.600], [2.665, 21.375, -1.605], [6.226, 22.795, -1.371], [6.396, 22.579, -3.158], [7.076, 21.449, -2.103], [4.172, 22.542, -1.040], [2.478, 20.308, -1.481], [2.220, 21.795, -2.507], [2.251, 21.885, -0.736], [9.342, 24.551, -8.029], [8.665, 25.874, -8.371], [9.033, 26.879, -7.776], [7.881, 25.925, -9.440], [7.291, 27.266, -9.897], [10.370, 24.601, -8.387], [8.774, 23.701, -8.406], [9.288, 24.362, -6.957], [7.766, 25.181, -10.114], [6.613, 27.513, -9.080], [6.666, 27.059, -10.766], [8.144, 27.940, -9.973], [1.175, 25.958, -8.423], [2.511, 25.581, -7.811], [2.530, 25.632, -6.597], [3.459, 25.211, -8.619], [4.765, 24.791, -8.227], [0.407, 25.812, -7.664], [0.973, 25.384, -9.327], [1.368, 27.004, -8.659], [3.466, 25.667, -9.520], [5.185, 25.261, -7.338], [5.398, 24.971, -9.095], [4.746, 23.706, -8.125]]
}

3.
{
  "formula": "C40H58AsKN5O4SbSi3",
  "method": "wB97M-V/def2-TZVPD",
  "multiplicity": 1,
  "homo_lumo_gap_ev": 4.944,
  "de_lowest_kj_mol": 65.99,
  "homo_ha": -0.0323,
  "charge": -2,
  "e_tot_ha": -6078.3868,
  "species": ["K", "C", "C", "C", "C", "C", "C", "N", "Sb", "C", "C", "C", "C", "C", "C", "N", "C", "C", "C", "C", "C", "C", "N", "H", "H", "H", "H", "H", "H", "H", "H", "H", "H", "H", "H", "H", "H", "H", "H", "H", "H", "C", "C", "O", "C", "C", "C", "N", "N", "C", "O", "C", "C", "C", "C", "C", "C", "H", "H", "H", "H", "H", "H", "H", "H", "H", "H", "H", "H", "O", "C", "O", "H", "C", "Si", "C", "C", "As", "Si", "C", "C", "C", "Si", "C", "C", "C", "H", "H", "H", "H", "H", "H", "H", "H", "H", "H", "H", "H", "H", "H", "H", "H", "H", "H", "H", "H", "H", "H", "H", "H", "H", "H", "H"],
  "positions_angstrom": [[0.663, -0.883, -1.032], [-1.001, -5.581, -1.030], [-2.024, -4.481, -1.081], [-2.983, -4.323, -0.088], [-3.852, -3.246, -0.153], [-3.744, -2.355, -1.206], [-2.752, -2.580, -2.157], [-1.933, -3.632, -2.113], [-2.603, -1.358, -3.912], [-0.626, -1.887, -4.571], [-0.477, -1.946, -5.951], [0.746, -2.346, -6.475], [1.753, -2.690, -5.603], [1.537, -2.601, -4.224], [2.646, -2.946, -3.271], [0.366, -2.197, -3.718], [-2.169, 0.649, -3.251], [-3.212, 1.508, -2.920], [-2.911, 2.833, -2.656], [-1.599, 3.257, -2.757], [-0.608, 2.344, -3.121], [0.833, 2.754, -3.222], [-0.903, 1.062, -3.369], [-1.393, -6.474, -0.539], [-0.123, -5.239, -0.471], [-0.676, -5.826, -2.041], [-3.025, -5.024, 0.738], [-4.586, -3.082, 0.629], [-4.376, -1.475, -1.258], [-1.306, -1.688, -6.599], [0.899, -2.399, -7.547], [2.720, -3.017, -5.967], [3.136, -3.878, -3.569], [2.295, -3.023, -2.242], [3.380, -2.139, -3.294], [-4.229, 1.140, -2.846], [-3.693, 3.531, -2.373], [-1.335, 4.291, -2.562], [0.932, 3.707, -3.750], [1.414, 1.972, -3.710], [1.257, 2.870, -2.221], [3.552, -4.360, 0.393], [2.381, -3.402, 0.607], [2.382, -2.352, -0.087], [1.402, -3.789, 1.530], [0.150, -3.098, 1.774], [-0.708, -3.620, 2.907], [-0.226, -2.081, 1.062], [-1.460, -1.545, 1.457], [-1.968, -0.671, 0.618], [-1.558, -0.264, -0.510], [-3.281, -0.085, 1.122], [-3.789, 1.033, 0.474], [-4.989, 1.617, 0.872], [-5.706, 1.077, 1.931], [-5.206, -0.047, 2.589], [-4.004, -0.619, 2.191], [4.433, -3.784, 0.102], [3.314, -5.047, -0.425], [3.773, -4.953, 1.284], [1.586, -4.690, 2.105], [-0.175, -4.400, 3.455], [-1.652, -4.022, 2.526], [-0.977, -2.809, 3.587], [-3.209, 1.432, -0.347], [-5.356, 2.500, 0.360], [-6.642, 1.525, 2.246], [-5.754, -0.474, 3.421], [-3.594, -1.486, 2.695], [2.927, 0.176, -3.295], [3.201, 0.436, -2.110], [2.404, 0.829, -1.204], [4.261, 0.322, -1.797], [0.403, 4.978, 3.013], [0.049, 3.971, 1.470], [0.564, 5.096, 0.060], [-1.816, 3.851, 1.375], [0.845, 1.795, 1.084], [3.210, 2.124, 0.889], [3.856, 3.130, 2.375], [3.810, 3.273, -0.477], [4.194, 0.539, 1.060], [0.749, 1.060, 3.349], [1.850, -0.439, 3.459], [1.249, 2.217, 4.759], [-0.996, 0.589, 3.794], [-0.043, 5.965, 2.836], [1.469, 5.108, 3.215], [-0.056, 4.548, 3.903], [-0.020, 6.022, 0.113], [0.386, 4.621, -0.909], [1.623, 5.356, 0.111], [-2.257, 4.850, 1.474], [-2.230, 3.208, 2.158], [-2.121, 3.420, 0.418], [3.393, 4.120, 2.459], [4.935, 3.276, 2.227], [3.723, 2.608, 3.324], [3.297, 4.238, -0.430], [3.687, 2.877, -1.483], [4.874, 3.461, -0.288], [4.552, 0.424, 2.087], [5.066, 0.595, 0.399], [3.617, -0.345, 0.776], [2.903, -0.148, 3.516], [1.727, -1.095, 2.589], [1.597, -1.010, 4.360], [2.014, 2.952, 4.520], [1.622, 1.580, 5.572], [0.373, 2.754, 5.133], [-1.325, -0.273, 3.202], [-1.702, 1.407, 3.611], [-1.023, 0.345, 4.863]]
}

4.
{
  "formula": "C10H13NO4",
  "method": "wB97M-V/def2-TZVPD",
  "multiplicity": 1,
  "homo_lumo_gap_ev": 9.092,
  "de_lowest_kj_mol": 214.99,
  "homo_ha": -0.3165,
  "e_tot_ha": -744.4847,
  "species": ["C", "C", "O", "C", "O", "C", "C", "C", "O", "N", "C", "C", "C", "C", "O", "H", "H", "H", "H", "H", "H", "H", "H", "H", "H", "H", "H", "H"],
  "positions_angstrom": [[0.106, -0.414, 2.553], [-0.790, -0.694, 1.623], [-1.019, -1.974, 1.202], [-2.086, -2.027, 0.442], [-2.558, -3.054, 0.054], [-2.644, -0.610, 0.124], [-1.826, 0.285, 1.096], [-1.259, 1.480, 0.336], [-1.724, 2.558, 0.489], [-0.156, 1.262, -0.382], [0.409, 2.427, -1.130], [0.530, 0.066, -0.638], [-0.098, -0.648, -1.826], [1.632, -0.366, 0.003], [2.270, -1.528, -0.150], [0.837, -1.250, 2.710], [0.446, 0.456, 3.048], [-2.328, -0.566, -0.916], [-3.778, -0.465, 0.130], [-2.473, 0.623, 1.983], [0.470, 3.307, -0.474], [1.370, 2.228, -1.585], [-0.178, 2.404, -2.014], [0.640, -0.504, -2.701], [-1.076, -0.061, -1.944], [-0.354, -1.722, -1.741], [2.069, 0.160, 0.858], [1.785, -2.028, -0.824]]
}

5.
{
  "formula": "C4H5NO2",
  "method": "wB97M-V/def2-TZVPD",
  "multiplicity": 1,
  "homo_lumo_gap_ev": 10.041,
  "de_lowest_kj_mol": 260.87,
  "homo_ha": -0.3612,
  "e_tot_ha": -360.5701,
  "species": ["O", "C", "C", "C", "N", "C", "O", "H", "H", "H", "H", "H"],
  "positions_angstrom": [[0.818, -1.295, -1.018], [1.381, -0.292, -0.634], [0.774, 0.603, 0.364], [-0.597, 1.183, 0.177], [-0.421, 0.008, 0.995], [-0.888, -1.240, 0.208], [-1.759, -1.236, -0.619], [2.392, -0.097, -0.998], [1.483, 1.217, 0.936], [-1.230, 0.993, -0.684], [-0.682, 2.176, 0.617], [-0.490, -2.146, 0.684]]
}

What is the multiplicity in the first record? 1

What is the multiplicity in the fourth record? 1

Which of these has the highest multiplicity? C39H92N12O11